Entry from the Open Molecules 2025 dataset: a cluster of 5 separate species, C26H64BrClNO21P6 in total (ωB97M-V/def2-TZVPD).

* F_max: 8.86 eV Å⁻¹
* energy: -7745.84586 Ha
* orbital gap: 7.01 eV
* net charge: +1

```
120
Properties=species:S:1:pos:R:3:forces:R:3
C 6.38606 -2.48381 2.04019 0.06 -0.11 -0.03
C 5.16027 -2.47229 2.54194 0.32 -0.09 -0.42
C 4.09150 -3.38078 1.96550 -0.04 1.08 0.59
C 3.00519 -2.55747 1.18032 1.51 -0.11 0.23
C 3.70219 -2.12875 -0.13287 -0.09 0.66 0.15
C 3.24274 -0.75862 -0.66862 -0.46 -0.88 -1.15
C 3.13558 -0.78170 -2.20009 -0.23 1.01 0.35
Br 4.42552 0.68876 -0.13219 -0.11 -0.08 0.12
O 2.81159 -1.35302 1.91584 -0.49 -0.28 -0.07
C 2.02649 -1.52121 3.06927 -0.74 0.36 -0.40
C 0.60058 -1.83680 2.60978 0.77 0.92 0.35
C -0.38780 -1.69651 3.74331 -0.65 -0.72 0.44
O -1.73517 -1.93400 3.38423 0.48 -0.29 -0.38
C -2.13920 -1.19348 2.23326 -0.74 0.25 0.32
C -1.94876 0.31273 2.29879 -0.22 0.45 -1.12
C -2.14143 0.85061 0.85030 1.05 -0.20 0.48
N 0.64613 -3.21495 2.05119 0.59 -0.68 0.38
C 1.67843 -3.36944 0.93762 -1.72 0.07 -0.75
P 0.85602 -3.03972 -0.73180 2.21 0.20 -2.74
O -0.10000 -4.36761 -0.95725 -0.67 0.79 1.09
O -0.09078 -1.70367 -0.58804 -0.59 -0.76 1.34
P 2.12125 -5.24929 0.95996 1.20 -0.50 1.05
O 0.66342 -5.93398 1.25884 0.20 0.48 -0.82
Cl 2.73328 -5.71300 -0.96252 -0.55 0.26 0.23
H 7.22354 -1.97744 2.49691 -0.09 0.29 -0.05
H 6.59592 -3.03833 1.13191 0.15 -0.20 0.12
H 4.95509 -1.82030 3.38086 -0.23 -0.21 0.16
H 3.66727 -3.90611 2.82333 -0.05 -0.39 -0.22
H 4.62384 -4.05978 1.30356 -0.37 -0.39 0.00
H 3.61121 -2.89865 -0.89662 -0.24 -0.01 -0.04
H 4.77092 -2.03240 0.04416 0.00 -0.14 0.31
H 2.25060 -0.49361 -0.31601 0.10 0.07 0.39
H 2.48755 -1.58772 -2.53566 0.26 -0.29 0.02
H 4.10863 -0.78396 -2.68334 0.02 -0.24 -0.07
H 2.62194 0.14024 -2.48123 0.21 0.07 -0.24
H 2.42109 -2.27270 3.76192 0.05 -0.01 0.04
H 1.95814 -0.55875 3.57083 0.37 0.04 0.10
H 0.43439 -1.14973 1.78225 -0.33 -0.12 -0.08
H -0.12516 -2.44987 4.49529 -0.20 0.02 0.11
H -0.32668 -0.73730 4.25884 0.45 0.18 -0.29
H -3.21108 -1.36822 2.14037 -0.02 -0.15 0.08
H -1.70919 -1.59791 1.30876 0.32 0.02 0.14
H -0.95045 0.62992 2.59978 0.01 -0.16 0.28
H -2.66880 0.80534 2.94766 0.00 -0.30 0.31
H -2.55962 1.85088 0.82692 -0.28 -0.07 -0.14
H -2.66942 0.13997 0.21652 -0.44 0.23 0.03
H -1.13574 0.92252 0.43050 -0.10 0.07 -0.31
H -0.26093 -3.55371 1.71516 -0.08 0.08 0.06
H 0.90909 -3.84101 2.82436 -0.26 0.01 0.11
H -0.95946 -4.11286 -1.31955 -0.14 -0.19 -0.03
H -0.54085 -1.49310 -1.41465 0.14 0.19 -0.16
H 0.64139 -6.78352 0.79571 -0.43 -0.16 0.12
C -3.37945 -5.87438 -1.82900 -0.55 -0.02 0.80
O -3.56644 -5.30158 -3.10965 -1.03 1.65 -2.03
P -3.98329 -6.18673 -4.44754 2.85 -5.55 0.44
O -4.45087 -7.47118 -3.85706 -0.17 0.77 0.11
O -2.46245 -6.19222 -5.00864 -0.23 0.04 -0.56
C -1.45366 -6.92346 -4.33051 0.18 0.17 0.29
O -4.60615 -6.24625 -5.96220 -1.01 3.09 1.63
C -4.18349 -7.32327 -6.79516 0.38 -0.45 -0.44
H -4.00824 -5.34414 -1.11133 -0.03 -0.03 -0.03
H -3.60454 -6.93500 -1.76679 -0.11 -0.02 -0.34
H -2.33528 -5.72097 -1.54216 0.02 -0.04 -0.20
H -1.86563 -7.79517 -3.81915 -0.07 0.04 0.01
H -0.93280 -6.27999 -3.61669 -0.01 -0.04 0.07
H -0.73354 -7.26016 -5.07386 -0.05 0.05 -0.06
H -4.20791 -8.27307 -6.26302 -0.03 0.10 0.15
H -3.18469 -7.13613 -7.18766 -0.01 0.04 0.10
H -4.88313 -7.36370 -7.62723 -0.11 0.14 0.12
C -3.62097 5.85984 -3.92703 -0.93 0.17 -0.02
O -2.71236 4.76522 -3.84949 0.99 -2.75 -0.02
P -1.93614 4.32145 -2.46983 1.07 5.66 2.72
O -2.70289 5.02784 -1.40316 -0.11 -0.69 -0.44
O -0.55614 5.02333 -2.92343 0.41 -0.58 0.48
C -0.47181 6.44448 -3.00426 -0.14 0.24 -0.39
O -1.12221 3.17993 -1.59165 -1.73 -1.78 -2.44
C -0.22950 3.65799 -0.59768 0.58 0.34 0.29
H -4.56239 5.50853 -4.34896 0.03 -0.04 0.03
H -3.81873 6.33792 -2.97306 0.18 -0.22 0.17
H -3.18884 6.59024 -4.61288 0.15 -0.14 0.02
H -1.14145 6.92903 -2.29250 -0.09 -0.09 -0.03
H -0.69455 6.77038 -4.01917 -0.06 0.09 0.03
H 0.54954 6.73757 -2.77554 0.05 -0.16 -0.03
H -0.67194 4.45213 0.00321 -0.16 0.02 -0.15
H 0.69966 4.00719 -1.04765 -0.08 0.03 -0.06
H 0.00006 2.81752 0.05652 -0.13 -0.10 -0.11
C -0.03195 -1.80981 11.23565 -0.34 0.36 0.83
O 0.05920 -1.49583 9.84824 -0.08 1.52 -2.55
P -0.93338 -2.13038 8.70568 -1.01 -5.74 2.18
O -2.05714 -2.70078 9.49682 0.26 0.65 -0.23
O 0.18536 -3.19852 8.21338 -0.24 0.03 -0.76
C 0.56167 -4.27349 9.06557 0.31 0.07 0.30
O -1.58716 -2.05214 7.19000 1.26 3.19 0.69
C -2.01057 -3.27717 6.61185 -0.02 -0.66 -0.33
H -0.11436 -0.88312 11.80213 -0.02 0.01 -0.06
H -0.86877 -2.45306 11.48859 -0.13 0.01 -0.31
H 0.90016 -2.30211 11.51740 0.02 0.03 -0.21
H -0.26013 -4.57399 9.71654 -0.03 0.08 -0.01
H 1.43138 -3.99566 9.66241 -0.03 0.00 0.07
H 0.83575 -5.11651 8.43343 -0.03 0.06 -0.08
H -2.57864 -3.88786 7.31202 0.09 0.12 0.16
H -1.14914 -3.84028 6.24477 0.00 -0.02 0.14
H -2.64696 -3.03557 5.76167 0.02 0.27 0.09
C -1.18795 11.20929 -7.00384 -0.98 0.01 0.06
O -0.33210 10.08128 -7.12282 1.48 -2.50 -1.49
P 0.56812 9.40325 -5.87633 -0.10 7.52 4.70
O -0.19575 10.14441 -4.79533 -0.74 -0.66 -0.22
O 1.92932 10.13786 -6.35321 0.46 -1.13 -0.11
C 1.98156 11.55402 -6.45725 -0.20 0.30 -0.52
O 1.41441 8.54918 -4.67757 -0.53 -3.07 -2.14
C 2.19351 9.30131 -3.76111 0.64 0.37 -0.14
H -2.17620 10.94490 -7.38109 0.01 -0.01 0.00
H -1.28820 11.58731 -5.99387 0.14 -0.23 0.10
H -0.77722 11.99341 -7.64481 0.16 -0.19 -0.09
H 1.30772 12.03192 -5.74488 -0.07 -0.11 0.00
H 1.73971 11.86866 -7.47276 -0.07 0.05 0.03
H 3.00308 11.85959 -6.23787 0.04 -0.19 0.01
H 1.64336 10.16293 -3.38573 -0.14 -0.04 -0.13
H 3.12908 9.62314 -4.21937 0.00 0.02 0.03
H 2.42815 8.63673 -2.92960 -0.09 -0.16 -0.11
```
Positions in Å, forces in eV/Å.

Atomic partial charges in e from the Löwdin method, atoms 1 to 99: atom 1 (C): 0.0301, atom 2 (C): -0.1618, atom 3 (C): -0.1858, atom 4 (C): -0.4587, atom 5 (C): -0.1931, atom 6 (C): -0.7537, atom 7 (C): -0.1544, atom 8 (Br): 0.7376, atom 9 (O): -0.1061, atom 10 (C): -0.1106, atom 11 (C): -0.2250, atom 12 (C): -0.1607, atom 13 (O): -0.1183, atom 14 (C): -0.2267, atom 15 (C): -0.1989, atom 16 (C): -0.0805, atom 17 (N): 0.1045, atom 18 (C): -0.5012, atom 19 (P): 0.8842, atom 20 (O): -0.3146, atom 21 (O): -0.2507, atom 22 (P): 0.6578, atom 23 (O): -0.3242, atom 24 (Cl): 0.3040, atom 25 (H): 0.0684, atom 26 (H): 0.0711, atom 27 (H): 0.1093, atom 28 (H): 0.0933, atom 29 (H): 0.1037, atom 30 (H): 0.0844, atom 31 (H): 0.0885, atom 32 (H): 0.0599, atom 33 (H): 0.0413, atom 34 (H): 0.0776, atom 35 (H): 0.0751, atom 36 (H): 0.1457, atom 37 (H): 0.1567, atom 38 (H): 0.1455, atom 39 (H): 0.1331, atom 40 (H): 0.1438, atom 41 (H): 0.1386, atom 42 (H): 0.0888, atom 43 (H): 0.0994, atom 44 (H): 0.1191, atom 45 (H): 0.0816, atom 46 (H): 0.0757, atom 47 (H): 0.0492, atom 48 (H): 0.1650, atom 49 (H): 0.1671, atom 50 (H): 0.0500, atom 51 (H): 0.0835, atom 52 (H): 0.0671, atom 53 (C): -0.1197, atom 54 (O): -0.2570, atom 55 (P): 0.5977, atom 56 (O): -0.2619, atom 57 (O): -0.2655, atom 58 (C): -0.0985, atom 59 (O): -0.2515, atom 60 (C): -0.0987, atom 61 (H): 0.0916, atom 62 (H): 0.0867, atom 63 (H): 0.0624, atom 64 (H): 0.0920, atom 65 (H): 0.0743, atom 66 (H): 0.0935, atom 67 (H): 0.0899, atom 68 (H): 0.0874, atom 69 (H): 0.0959, atom 70 (C): -0.1017, atom 71 (O): -0.2504, atom 72 (P): 0.5870, atom 73 (O): -0.2716, atom 74 (O): -0.2628, atom 75 (C): -0.0828, atom 76 (O): -0.2765, atom 77 (C): -0.1190, atom 78 (H): 0.0882, atom 79 (H): 0.0822, atom 80 (H): 0.0914, atom 81 (H): 0.0974, atom 82 (H): 0.0763, atom 83 (H): 0.0819, atom 84 (H): 0.0931, atom 85 (H): 0.0896, atom 86 (H): 0.0686, atom 87 (C): -0.0997, atom 88 (O): -0.2500, atom 89 (P): 0.5898, atom 90 (O): -0.2606, atom 91 (O): -0.2795, atom 92 (C): -0.0965, atom 93 (O): -0.2645, atom 94 (C): -0.1211, atom 95 (H): 0.0904, atom 96 (H): 0.0830, atom 97 (H): 0.0917, atom 98 (H): 0.0925, atom 99 (H): 0.0857